C59H47FGaO40S as an isolated structure at a distorted geometry. Source: OMol25; level of theory: ωB97M-V/def2-TZVPD.

total charge	-1
LUMO level	-0.81	eV
frontier orbital gap	5.172	eV
spin multiplicity	1

Each line ends with the Mulliken charge.
Geometry (Å):
C 3.5901 -3.6944 1.5878  0.060
H 5.6390 -3.1517 1.5445  0.639
C 7.1973 -1.9298 -1.7953  0.357
H 9.1270 2.6585 -8.9893  0.349
C 8.8549 1.3559 -7.6940  0.449
C 0.9910 7.6013 4.3634  -1.425
C -6.2726 1.7623 -0.8037  0.258
C 2.0982 -2.3978 3.1666  -0.084
O 2.7705 6.0955 9.7351  -0.547
H 9.4932 1.4171 -5.6701  0.490
C 8.4235 -0.4294 -6.1110  0.900
O -7.5813 -3.7359 -7.4528  -0.554
C -6.9717 -5.2871 -9.0858  -0.846
H -4.9552 3.9851 4.2335  0.490
C -6.5023 0.8588 -5.1044  0.933
H -6.8665 -1.4154 -5.0448  0.249
C -2.6785 -1.4954 -1.1744  0.197
O -4.9786 -2.9608 -7.2779  -0.508
O -7.7003 -1.4654 -0.4981  -0.691
C -0.3272 -1.8164 6.2706  0.917
C 4.5205 -1.9084 2.9486  0.873
H 1.6715 7.3143 3.5435  0.308
H -1.5558 1.4309 6.9517  0.609
O -0.8701 -0.7559 6.5075  -0.429
H 3.9548 -0.3225 4.5657  0.344
C 7.6022 -0.7236 -8.4270  -0.912
H -1.3450 -0.4229 1.8848  0.594
H -5.5477 3.4401 -1.1435  0.352
H -6.0589 2.8994 -4.4885  0.520
H -7.0724 0.4057 -2.2305  0.525
C -7.1892 -0.3997 -0.1990  1.076
O 9.1038 1.0028 -2.3518  -0.648
O -3.6635 -1.1364 -2.0085  -0.554
C -6.3190 2.7629 -6.5923  0.560
C -2.4988 -0.6541 0.0514  1.110
O -1.1413 3.9641 6.5510  -0.296
H -7.6431 -1.7801 1.5882  0.348
H 3.3540 6.2942 5.9068  -0.354
C -3.3576 1.3206 5.8519  0.256
H -4.0799 -0.3477 -1.6074  0.196
C -5.2302 -3.8514 -8.0633  0.869
O -5.9464 2.7268 -1.6795  -0.491
H 4.7184 3.9165 5.9864  0.091
O 5.4540 -1.2205 3.3037  -0.613
C -1.4534 -1.0289 0.9967  -0.465
C -4.2017 -4.5006 -8.8738  -1.110
C -2.1069 3.3733 6.1316  0.860
C 7.7323 -1.2075 -7.1871  0.335
H 0.7335 -3.2315 1.2020  0.029
O 8.0372 1.0835 -9.8722  -0.618
C -3.1383 4.1121 5.3351  0.186
C -6.8251 0.4583 -7.5232  -0.649
H -6.0980 1.2462 2.6599  0.540
H 7.4742 -2.5193 -5.8961  0.335
H 2.7718 -5.0365 0.5947  0.361
H -4.3941 -0.2034 5.5644  0.333
C 0.4757 6.3589 5.1252  0.565
H -7.9881 -5.6339 -9.2092  0.438
H 2.4404 -4.9720 7.1079  0.342
C -2.3012 1.9453 6.3637  -1.029
H 10.5086 0.9218 -0.7804  0.350
C 1.2584 -3.5721 6.8041  0.288
H 0.7755 4.1042 7.8992  0.156
C 2.2324 -3.4407 2.1628  0.993
C -1.8922 -2.5496 -1.4194  -1.113
O 9.3554 2.5451 -8.0467  -0.571
O 0.7274 6.5463 9.0448  -0.508
C -6.2695 2.2760 -5.3470  -1.128
H 7.1208 -0.4292 -3.2845  0.336
O -6.1089 4.0564 -6.8552  -0.580
C 8.9945 -1.6809 -0.0257  -1.033
C 3.1640 -1.6720 3.5455  -0.282
C -6.7716 -0.0254 -6.2794  -0.122
H 2.5422 4.0263 8.1561  0.365
O -2.9412 5.4189 5.1631  -0.638
C -0.1462 -3.7171 4.6968  -0.448
C 7.8655 -2.4369 -0.5576  1.033
O -3.2235 0.3092 0.2199  -0.540
O -6.4831 0.3667 -3.9902  -0.509
O 6.1785 -2.6642 -2.2689  -0.596
O -5.2966 1.3910 4.5651  -0.756
H 2.0380 3.6141 3.8913  0.534
C -6.9004 -0.1114 1.2392  0.327
H -0.4188 -4.2587 3.8027  0.349
S 4.1381 3.1636 4.9878  0.903
H 0.9498 -1.8731 8.0373  0.489
C -5.9572 2.0399 0.6324  1.138
F -0.4208 6.8333 6.1454  -0.377
H 9.4795 -2.0667 0.8599  0.440
C 1.6620 5.8302 8.9142  0.048
O -3.6137 -6.0841 -10.4929  -0.570
C 8.9822 0.8734 -6.4531  -0.988
O -5.4189 3.0908 0.9249  -0.699
H -4.1085 -6.7351 -11.0268  0.350
C -0.8276 -2.9106 -0.4849  0.763
H -2.1027 5.6437 5.6306  0.267
C 7.5962 -0.8054 -2.3947  -0.860
H -6.2022 4.1485 -7.8229  0.344
C -6.3207 1.0300 1.6233  -1.046
C 8.1407 0.5904 -8.7647  0.921
O -3.5645 0.0005 6.0381  -0.572
H -0.1279 5.7003 4.4654  0.259
O 7.4497 -3.4588 -0.0415  -0.664
H -2.0094 -3.1638 -2.3013  0.471
C 0.6877 -2.4094 7.1360  -1.133
C 4.6544 -2.9761 1.9567  -1.020
O -6.6676 2.3782 -8.8768  -0.618
H 3.5407 6.2440 9.1628  0.316
H 1.5729 8.1968 5.0923  0.293
Ga 2.0529 5.3307 5.9762  -0.086
O 4.6873 3.5622 3.6984  -0.702
H -3.1818 -4.1670 -8.7423  0.423
C 1.6913 4.7055 7.9271  -0.082
C 9.3961 -0.5566 -0.6281  0.390
O 3.0606 -0.7149 4.4603  -0.476
C 0.8867 -4.2994 5.5490  1.170
C -0.6670 -2.0836 0.7541  -0.286
C -6.8456 0.6175 -1.1896  -0.919
H 0.1619 8.2327 3.9852  0.366
H 1.1140 -2.2362 3.5847  0.699
O 2.1920 -4.1493 7.5711  -0.603
O -6.1915 -6.7875 -10.7234  -0.621
O 3.6773 -4.6817 0.6813  -0.608
C -6.6153 1.8833 -7.7675  0.796
C -0.7188 -2.5555 5.0315  0.114
C 8.7101 -0.0349 -1.8526  1.159
C -5.9460 -5.9159 -9.9095  1.010
H 1.8439 2.7671 5.4667  0.186
O 1.4508 -5.3454 5.2856  -0.678
C -4.3731 2.0419 5.0302  1.157
O -1.6723 -1.9877 4.2831  -0.498
O -7.2504 -1.0627 2.1200  -0.596
O 0.3018 -2.4498 1.6008  0.101
O -0.0765 -3.8492 -0.6705  -0.593
H -7.1353 -3.0604 -6.8991  0.320
H 7.1037 -1.2742 -9.2124  0.421
H -1.9168 -1.1615 4.7504  0.145
O 7.2536 -2.4076 -6.8413  -0.578
O 1.2920 -4.1169 1.7725  -0.822
C 2.3990 3.5557 4.9260  -0.655
C -6.6494 -4.3203 -8.2167  0.550
O 8.4993 -0.9077 -4.9943  -0.560
C -4.5298 -5.4668 -9.7367  0.385
O 4.3217 1.7420 5.2617  -0.676
O 10.4278 0.1622 -0.1722  -0.575
H -7.0210 -0.1708 -8.3804  0.490
H 6.0897 -3.4198 -1.6561  0.340
O -6.9556 -1.3257 -6.0148  -0.516
C -4.2033 3.4744 4.8187  -0.879

=====

C59H47N4ReS2Sb2 as an isolated structure. Source: OMol25; level of theory: ωB97M-V/def2-TZVPD.

total charge	+3
LUMO level (spin up / spin down)	-8.39 / -8.19	eV
frontier orbital gap (spin up / spin down)	5.782 / 5.914	eV
spin multiplicity	2
energy relative to the best compared isomer or geometry (same formula, charge and spin)	0.00	kcal/mol

Each line ends with the Mulliken spin population.
Geometry (Å):
H -0.7556 -0.2363 5.5919  -0.001
C -7.9624 0.8306 -0.6051  0.002
H 4.0277 0.1155 1.7472  -0.001
H 0.5297 1.1945 7.1264  0.000
H -4.2249 -4.4344 2.6394  -0.001
H -4.2461 -0.4185 0.4640  -0.011
N -1.2809 0.2912 3.0149  -0.045
H -8.9345 -2.2319 0.3437  0.000
C 2.1107 -4.8034 -0.9194  0.002
C -2.4207 -1.5718 2.6593  -0.007
H 3.2657 -2.3230 1.9846  0.002
C 3.1310 4.4888 0.3634  -0.001
C -8.9375 -0.1743 -0.4257  -0.001
N -0.7334 2.5149 0.1835  0.015
C -0.0496 -5.0345 0.1462  0.000
C 2.5961 -0.1404 -3.3835  0.002
H 3.4831 2.2246 -1.0940  -0.001
Sb 3.2106 -0.9480 -0.5982  -0.007
Re -1.3217 0.5262 0.9925  1.103
H 3.0852 -6.6328 -1.4523  0.000
C -5.4813 1.2111 -0.2435  0.005
N -1.8985 -0.6887 3.5589  -0.094
H -4.9997 5.1127 -1.3895  0.000
H -8.1928 1.8022 -1.0138  0.000
C 5.0248 -1.9651 -0.8062  0.001
C 0.4536 3.0970 0.1541  0.002
C -2.9082 5.2206 -1.0973  0.002
C -0.4420 -1.4867 -1.6895  0.035
H 2.1070 0.2642 -5.4257  0.000
C -0.3550 0.7045 5.2502  -0.019
C 4.0189 6.3502 -0.6681  -0.002
C 7.2664 -1.9011 -1.6493  0.000
C 0.6818 3.1397 4.3647  0.021
H 3.1303 3.6276 1.0168  0.000
C -0.5642 1.1278 3.9380  -0.040
C -1.9629 -0.6316 -3.8369  0.000
H -2.8317 6.2475 -1.4286  0.000
H 5.8016 -0.4017 -2.0845  0.000
H 2.9097 -4.1903 -1.3249  0.000
C -2.1632 -1.3484 1.2770  0.049
H 1.2737 -8.0610 -0.5802  0.000
C 6.0069 -1.3274 -1.5604  -0.001
C -0.4432 5.1283 -0.7024  0.021
H 0.4580 -1.1671 2.4204  0.100
H 4.5151 -3.6817 0.4091  0.000
C 1.1619 -1.8812 2.0080  -0.125
C 2.3867 0.6903 -4.4723  0.000
C -4.1043 4.5934 -1.0755  -0.005
C 0.9802 -4.2330 -0.3459  -0.005
H -0.2422 0.6124 -1.1964  -0.099
H 2.7654 -1.2693 3.2709  0.000
C 7.5327 -3.0970 -1.0024  0.000
C 3.1443 1.7845 -2.0243  0.002
C -4.2665 0.6144 0.1484  0.027
C 0.0615 -6.4140 0.0578  0.001
Sb 0.7841 -2.1663 -0.1161  0.031
C -3.0758 2.5493 -0.2317  0.021
H -0.3467 6.1554 -1.0309  0.000
C -0.0551 2.3448 3.4972  -0.006
H -0.7328 -7.0422 0.4356  0.000
C -6.7095 0.4317 -0.2084  -0.002
H 1.4564 3.3462 6.3524  0.000
C 5.2824 -3.1723 -0.1623  0.000
H -3.8502 -4.1231 0.2160  -0.001
C 0.3718 1.5131 6.1053  0.002
C -1.8154 3.2159 -0.2403  -0.023
H -9.9795 -0.0541 -0.6758  0.000
C -3.4307 -3.4101 0.9157  0.003
N -3.0976 1.2419 0.1674  0.014
C -0.6890 -0.1280 -1.8672  0.098
H 8.0377 -1.4161 -2.2309  0.000
H 3.0765 3.6750 -3.0208  0.000
H 4.7029 7.1168 -0.9920  0.000
H 1.0602 4.0948 4.0262  0.001
H -2.0806 -2.7026 -4.3755  0.000
C 0.6693 4.4161 -0.2853  -0.029
H -2.6424 -2.2243 -0.6485  -0.015
C 2.2116 -6.1837 -1.0017  0.000
H -2.5624 -0.3032 -4.6747  0.000
C 2.5449 2.0626 -4.3370  0.000
C -4.2252 3.2274 -0.6504  0.006
H -3.3114 -2.7343 4.2319  0.001
C -8.4177 -1.3183 0.1030  0.001
H 8.5154 -3.5422 -1.0786  0.000
C 2.0181 4.9693 -0.2888  0.001
S 2.3909 6.4030 -1.1636  0.000
H 2.4682 -1.2112 -3.5079  0.000
C 2.9263 2.6080 -3.1188  0.000
C -1.6914 -1.9815 -3.6702  0.000
C 2.6163 -1.4675 2.2063  0.004
C 1.1910 -6.9853 -0.5134  0.000
C 6.5458 -3.7342 -0.2622  0.000
C 4.2765 5.2841 0.1432  0.000
H 6.7602 -4.6711 0.2324  0.000
H -1.6464 1.3546 -3.0842  -0.001
H -6.3434 3.0512 -0.9433  0.000
S -6.7407 -1.1903 0.3892  0.000
C -2.7164 -2.3296 0.4257  -0.049
C -1.7151 4.5401 -0.6865  -0.014
C -0.9238 -2.4186 -2.5983  -0.004
H -0.9350 -4.5984 0.5958  -0.002
H 2.3368 0.5725 1.4725  0.012
H 1.2820 2.4951 0.5107  0.024
C -3.6511 -3.5901 2.2858  0.010
C -5.4424 2.5369 -0.6398  -0.009
H 5.2446 5.0912 0.5782  0.000
C -3.1507 -2.6596 3.1651  -0.028
C 0.8963 2.7240 5.6685  -0.003
H 0.9588 -2.8790 2.3974  -0.016
C -1.4569 0.2995 -2.9389  0.026
H 2.3871 2.7086 -5.1896  0.000
C 2.9740 0.4112 -2.1599  -0.002
H -0.7247 -3.4777 -2.4767  -0.001
H -0.2825 2.7011 2.5067  0.043
C 3.0592 -0.2464 1.4065  -0.018

=====

C59H50N6O6P2Sr as an isolated structure at a distorted geometry. Source: OMol25; level of theory: ωB97M-V/def2-TZVPD.

total charge	-2
LUMO level	3.64	eV
frontier orbital gap	3.390	eV
spin multiplicity	1
energy relative to the best compared isomer or geometry (same formula, charge and spin)	0.00	kcal/mol

Each line ends with the Mulliken charge.
Geometry (Å):
C 2.6512 -0.4678 3.8342  -0.636
O 3.5164 0.6654 -0.1190  0.287
C 1.2888 4.8674 3.2315  -0.164
H -1.4943 -5.2476 2.4694  0.347
H 2.0143 2.1057 -1.7900  0.695
C 1.1928 2.9992 4.3969  0.242
C -2.4821 4.7819 -1.4086  0.013
H -5.5767 1.2455 2.6932  0.372
C -2.9385 0.2714 -3.4863  -0.334
H -2.2691 -1.3644 -6.5177  0.369
C -2.9676 -2.4605 -4.1115  0.682
C 4.5570 1.2830 -0.8351  -1.064
H 2.3115 1.6351 5.5984  0.138
H -5.5636 -0.2627 0.7229  0.442
C -0.8887 -3.8477 0.9592  -0.334
C 2.3869 -3.9419 6.3017  -0.977
H 0.5757 -6.6028 2.2800  0.357
H 4.3028 2.3167 -1.1131  0.186
C 2.5076 -1.3043 -1.2330  0.758
C -2.1429 -4.6612 -3.5440  -1.593
H -5.6578 -1.9664 -3.9239  0.379
C -4.8747 1.4082 1.8846  -0.651
H 2.5851 -1.8188 -0.2578  0.085
H 1.7359 -2.8072 4.5961  0.477
N 3.1610 -6.0260 9.0275  -0.572
H -5.0778 0.5885 -6.0626  0.333
N 3.7247 -1.0771 4.4290  0.340
H -2.1312 -5.7302 -3.7211  0.386
H 4.8190 0.7382 -1.7457  0.347
O 1.2542 6.8030 1.8556  -0.620
C -2.9397 -3.8394 -4.3161  -0.384
C 1.3421 -1.9748 -3.3954  0.467
H 5.4403 1.3154 -0.1822  0.242
H -0.9089 7.5028 -2.6835  0.356
P -0.2030 -1.9730 -1.0395  1.967
H -0.6825 -4.7440 -1.9717  0.469
C 2.5064 -2.9394 5.3520  -0.162
O 0.0098 2.7957 0.5435  -0.316
H 1.8691 4.8465 5.2382  0.207
Sr 0.5982 0.6761 1.0092  2.130
C -2.8915 1.5935 -3.0198  -0.229
C -3.3093 -1.6880 -6.4589  -1.786
C -0.0682 -1.0946 2.7417  0.276
H 1.5250 -4.5957 6.2858  0.457
C -1.1070 6.4631 -2.4515  -0.577
C 3.3716 -4.1191 7.2609  0.539
C -3.6441 2.5362 -3.7042  -0.302
H 5.2400 -3.4323 8.0390  0.419
H -1.7770 -3.2327 1.0668  0.405
O 1.9013 6.9976 3.9860  -0.710
C -3.7300 -0.1242 -4.5574  0.620
C 3.7659 -1.6295 -2.0537  -1.802
C 2.3224 0.1711 -0.8683  -0.208
H 0.4316 -2.2373 -3.9303  0.267
N -0.2235 -1.7652 3.6840  -0.900
H 4.9706 1.0773 2.3451  0.351
C 0.4023 3.8881 1.0235  0.207
C -4.4646 0.8630 -5.2113  -0.252
C -0.7278 -4.9739 1.7526  -0.591
H 0.9705 0.8104 -2.4022  -0.212
H 0.9397 6.0399 1.2329  0.458
H 1.9666 -3.9739 -0.8353  0.351
H 2.3091 -5.9690 0.6235  0.424
C 1.9868 1.0413 -2.0748  -1.329
C -3.9574 2.4469 1.9494  -0.882
C -0.4849 4.1427 -2.5714  -0.709
C -3.0529 2.6512 0.9138  0.044
C -4.8691 0.5665 0.7799  -0.803
N 3.0231 0.4309 2.9803  0.397
H 2.6288 0.9056 -2.9692  0.299
C -1.6107 3.7829 -1.8318  0.233
C 4.8643 -0.4733 3.8983  -0.207
C 1.3069 2.0610 5.5492  -1.347
H -3.3688 4.5247 -0.8415  0.514
H -5.9217 -1.4107 -5.5840  0.381
C 1.2259 -4.2558 -0.0896  -0.055
C 1.4064 -5.3750 0.7203  -0.888
H -3.6223 3.5709 -3.3894  0.455
H -2.9139 6.8829 -1.3680  0.417
C -1.3349 -2.7451 -2.3030  -0.103
C -2.2303 6.1154 -1.7119  -0.811
C -2.1756 -1.9509 -3.0916  -0.737
H 0.2114 3.3704 -2.8853  0.366
H 4.6801 -1.8671 -3.9365  0.250
H 5.4543 -1.6094 6.3722  0.426
C 4.6043 -2.2773 6.3446  -0.526
C 3.6216 -2.1073 5.3798  0.658
C 0.8175 3.8497 2.4644  0.392
H 2.5000 -1.9862 -5.2166  0.352
O -2.1578 -0.6056 -2.7968  -0.162
C 0.4300 -5.7382 1.6410  -0.532
C -5.2870 -2.0328 -4.9482  -1.842
C 3.2536 -5.1863 8.2498  0.096
C -3.8190 -1.5731 -5.0123  1.623
H -3.3659 -2.7221 -6.8058  0.393
H -2.3299 3.4534 0.9920  0.274
O 0.4585 4.9895 0.4345  -0.713
C -4.4238 2.1823 -4.8000  -1.672
H 0.5993 1.2447 5.4154  0.223
C 1.5103 6.3301 3.0457  0.447
C 0.0799 -3.4798 0.0262  0.005
C -1.3381 -4.1069 -2.5521  -0.625
H 0.6529 5.7321 -3.4438  0.397
H 5.8578 -0.7863 4.1673  0.427
N 1.5163 4.3123 4.4604  0.015
N 0.7536 2.6867 3.1962  0.027
H 1.1006 2.5704 6.4921  0.504
H -3.9666 0.0887 -1.0945  0.250
H -4.9993 2.9369 -5.3223  0.376
H -3.5473 -4.2720 -5.1037  0.336
C 4.4790 -3.2910 7.2827  -0.817
H 1.6294 -0.7421 4.0536  0.159
C -0.2366 5.4707 -2.8840  -0.652
C -3.9677 0.7731 -0.2548  -0.705
C -3.0562 1.8304 -0.2169  0.503
H 4.7182 -1.6371 -1.5285  0.414
C 1.2966 -1.8657 -2.0053  -0.766
C 2.5052 -1.8594 -4.1416  -1.142
H -3.9333 3.1005 2.8133  0.440
H -3.9033 -1.0653 -7.1335  0.387
P -1.7821 1.9764 -1.5540  1.840
C 4.4063 0.4404 3.0051  -1.023
C 3.7369 -1.7650 -3.3976  -0.133
H -5.3846 -3.0680 -5.2811  0.388

=====

Which calculated total energy belongs to each record? In order, -209767.784 -104754.786 -102636.478 eV.
Which M belongs to each record? In order, 1516.77 1305.91 1088.65 g mol⁻¹.